1.
The following is a quantum chemistry calculation of the ion C3H5N2O2S with charge -1 at a distorted geometry, from the OMol25 dataset.

## Properties
* SMILES: O=NS[N-]/C=C\CO
* energy above the lowest of the compared OMol25 structures with the same formula, charge and spin: 4.709 eV
* maximum force: 0.0808 Eh/bohr

Geometry as ORCA input:
```
! RIJCOSX wB97M-V def2-TZVPD def2/J DEFGRID3
* xyz -1 1
O -3.426 1.147 -0.667
N -2.474 0.296 -0.698
S -1.861 -0.407 0.548
N -0.874 -1.541 -0.048
C 0.496 -1.575 -0.095
C 1.306 -0.551 -0.284
C 0.878 0.894 -0.141
O 0.652 1.349 1.148
H 0.932 -2.607 0.104
H 2.381 -0.744 -0.082
H 0.346 1.336 -0.979
H 1.899 1.255 -0.310
H -0.253 1.148 1.502
*
```

Atomic partial charges in e from the Löwdin method, atoms 1 to 8:
1. O -0.2860
2. N -0.5140
3. S 0.8401
4. N -0.4104
5. C -0.3656
6. C -0.1757
7. C -0.3647
8. O -0.1190


2.
The following is a quantum chemistry calculation of a cluster of 4 separate species, C9H24FO3 in total at a distorted geometry, from the OMol25 dataset.

## Properties
* energy above the lowest of the compared OMol25 structures with the same formula, charge and spin: 0.056 eV
* maximum force: 0.0226 Eh/bohr

Geometry as ORCA input:
```
! RIJCOSX wB97M-V def2-TZVPD def2/J DEFGRID3
* xyz -1 1
F -24.126 -8.819 15.459
C -21.722 -5.030 13.900
C -21.692 -6.376 14.636
C -22.231 -6.201 16.045
O -22.476 -7.248 13.838
H -21.110 -4.299 14.441
H -22.753 -4.711 13.775
H -21.245 -5.152 12.925
H -20.653 -6.726 14.729
H -23.168 -5.635 16.036
H -21.554 -5.671 16.720
H -22.466 -7.156 16.522
H -23.027 -7.777 14.456
C -26.775 -6.801 13.885
C -25.943 -5.970 14.873
C -26.647 -4.699 15.308
O -25.652 -6.715 16.036
H -27.684 -7.131 14.386
H -26.197 -7.633 13.491
H -27.008 -6.099 13.075
H -25.010 -5.704 14.350
H -26.027 -4.143 16.022
H -27.547 -4.996 15.850
H -26.783 -3.945 14.530
H -25.100 -7.479 15.728
C -25.254 -9.449 19.987
C -24.112 -9.280 18.999
C -22.779 -9.703 19.607
O -24.406 -10.071 17.866
H -25.040 -8.985 20.950
H -25.496 -10.510 20.088
H -26.153 -9.033 19.526
H -23.995 -8.230 18.703
H -22.404 -9.000 20.354
H -22.016 -9.879 18.845
H -22.861 -10.693 20.075
H -24.193 -9.545 17.065
*
```

Atomic partial charges in e from the Löwdin method, atoms 1 to 8:
1. F -0.5119
2. C -0.0753
3. C -0.5060
4. C -0.0702
5. O -0.0730
6. H 0.0696
7. H 0.0658
8. H 0.0673


3.
The following is a quantum chemistry calculation of an isolated molecule of C4H7NO at a distorted geometry, from the OMol25 dataset.

## Properties
* SMILES: N#CCCCO
* energy above the lowest of the compared OMol25 structures with the same formula, charge and spin: 1.009 eV
* maximum force: 0.0210 Eh/bohr

Geometry as ORCA input:
```
! RIJCOSX wB97M-V def2-TZVPD def2/J DEFGRID3
* xyz 0 1
N 1.901 -0.374 2.072
C 1.467 0.210 1.172
C 0.902 0.921 0.021
C 0.170 -0.025 -0.940
C -0.948 -0.781 -0.238
O -1.759 0.168 0.432
H 0.191 1.660 0.401
H 1.715 1.447 -0.489
H -0.249 0.579 -1.752
H 0.871 -0.741 -1.383
H -1.534 -1.346 -0.979
H -0.517 -1.503 0.471
H -2.183 -0.265 1.180
*
```

Atomic partial charges in e from the Löwdin method, atoms 1 to 8:
1. N 0.1409
2. C -0.2324
3. C -0.1832
4. C -0.1849
5. C -0.2784
6. O -0.0656
7. H 0.1166
8. H 0.1195


4.
The following is a quantum chemistry calculation of an isolated molecule of C4H6N2O at a distorted geometry, from the OMol25 dataset.

## Properties
* SMILES: [H]/N=C/OCCC#N
* energy above the lowest of the compared OMol25 structures with the same formula, charge and spin: 1.808 eV
* maximum force: 0.0219 Eh/bohr

Geometry as ORCA input:
```
! RIJCOSX wB97M-V def2-TZVPD def2/J DEFGRID3
* xyz 0 1
H -2.413 1.599 -1.051
N -2.044 0.649 -1.027
C -1.620 0.408 0.132
O -1.089 -0.797 0.484
C 0.161 -1.138 -0.090
C 1.295 -0.302 0.547
C 1.720 0.836 -0.273
N 2.071 1.716 -0.936
H -1.645 1.099 0.981
H 0.140 -1.021 -1.179
H 0.308 -2.192 0.151
H 0.943 0.066 1.517
H 2.174 -0.923 0.745
*
```

Atomic partial charges in e from the Löwdin method, atoms 1 to 8:
1. H 0.0595
2. N 0.1451
3. C -0.3187
4. O -0.0973
5. C -0.1884
6. C -0.1441
7. C -0.2297
8. N 0.1429


5.
The following is a quantum chemistry calculation of a structure of composition C18H23Cl3N3O3S5W at a distorted geometry, from the OMol25 dataset.

## Properties
* energy above the lowest of the compared OMol25 structures with the same formula, charge and spin: 1.548 eV
* maximum force: 0.0269 Eh/bohr

Geometry as ORCA input:
```
! RIJCOSX wB97M-V def2-TZVPD def2/J DEFGRID3
* xyz 3 1
W 0.446 -0.111 -0.082
C 1.040 3.511 1.018
C 2.045 3.389 -0.105
S 1.600 2.094 -1.272
C 0.301 2.831 -2.306
C -1.088 2.929 -1.698
S -1.665 1.310 -1.125
C -2.960 1.751 0.045
C -3.204 0.496 0.861
S -1.724 -0.132 1.692
C -1.540 1.046 3.048
C -0.732 2.273 2.674
S 0.757 1.863 1.716
H 0.098 3.945 0.692
H 1.433 4.124 1.832
H 3.034 3.118 0.268
H 2.156 4.323 -0.656
H 0.290 2.220 -3.208
H 0.665 3.817 -2.599
H -1.787 3.280 -2.459
H -1.127 3.628 -0.866
H -3.851 2.018 -0.524
H -2.678 2.608 0.653
H -3.551 -0.321 0.225
H -3.967 0.648 1.626
H -1.075 0.507 3.868
H -2.534 1.339 3.388
H -0.392 2.799 3.568
H -1.310 2.973 2.076
N 3.429 -0.265 2.795
C 2.262 -0.625 2.320
S 0.897 -1.045 3.150
N 2.260 -0.602 0.864
N 1.550 -1.656 0.369
C 1.393 -2.920 0.651
C 0.289 -3.601 0.114
C 0.232 -5.013 0.110
C -0.828 -5.645 -0.485
C -1.855 -4.886 -1.068
C -1.847 -3.501 -1.052
C -0.778 -2.859 -0.451
O -0.807 -1.512 -0.349
H 3.588 -0.216 3.794
H 4.203 -0.094 2.167
H 2.168 -3.418 1.227
H 1.043 -5.580 0.551
H -0.875 -6.724 -0.513
H -2.686 -5.399 -1.536
H -2.653 -2.928 -1.487
Cl 0.742 0.064 -5.053
C 1.605 -1.002 -3.944
Cl 0.930 -2.637 -3.976
Cl 3.319 -1.008 -4.270
C 1.359 -0.526 -2.519
O 0.189 -0.116 -2.151
O 2.190 -0.558 -1.608
*
```

Atomic partial charges in e from the Löwdin method, atoms 1 to 8:
1. W 1.5640
2. C -0.4311
3. C -0.4331
4. S 0.9876
5. C -0.4111
6. C -0.4079
7. S 0.9746
8. C -0.4287


6.
The following is a quantum chemistry calculation of a structure of composition C32H56BeN3OP2 at a distorted geometry, from the OMol25 dataset.

## Properties
* total energy: -59584.6238 eV
* maximum force: 0.1222 Eh/bohr

Geometry as ORCA input:
```
! RIJCOSX wB97M-V def2-TZVPD def2/J DEFGRID3
* xyz 1 1
C 2.324 -1.293 -0.871
C 1.309 0.575 -1.933
C 3.241 -1.417 -1.919
C 2.199 0.471 -3.016
C 3.184 -0.518 -2.998
H 3.981 -2.222 -1.897
H 2.112 1.170 -3.853
H 3.895 -0.605 -3.826
N 1.403 -0.284 -0.872
P 0.464 -2.438 0.871
P -0.113 2.177 -0.134
C 2.250 -2.279 0.271
H 2.728 -3.233 -0.009
H 2.786 -1.873 1.150
C -1.506 -0.091 2.028
O -2.402 -0.062 2.789
C 0.130 1.500 -1.904
H 0.208 2.264 -2.690
C -1.744 3.206 -0.185
C 1.369 3.360 0.155
C -0.380 -3.628 -0.369
C 0.628 -3.316 2.564
C -2.874 2.373 0.460
H -2.836 2.446 1.557
H -3.842 2.788 0.121
H -2.830 1.309 0.194
C -1.615 4.488 0.663
H -1.409 4.253 1.721
H -0.844 5.180 0.291
H -2.584 5.019 0.623
C -2.127 3.575 -1.630
H -2.776 4.471 -1.614
H -1.252 3.804 -2.259
H -2.696 2.765 -2.110
C 1.284 3.963 1.576
H 0.631 3.361 2.225
H 2.298 3.954 2.018
H 0.929 5.002 1.581
C 2.677 2.538 0.091
H 2.565 1.546 0.554
H 3.038 2.410 -0.941
H 3.454 3.089 0.652
C 1.458 4.473 -0.908
H 0.713 4.356 -1.711
H 1.269 5.448 -0.421
H 2.461 4.520 -1.367
C -0.787 -3.503 3.152
H -0.705 -4.053 4.108
H -1.260 -2.529 3.362
H -1.450 -4.083 2.490
C 1.414 -2.405 3.527
H 2.366 -2.056 3.097
H 0.825 -1.524 3.821
H 1.651 -2.989 4.437
C 1.378 -4.662 2.472
H 2.162 -4.632 1.695
H 1.884 -4.851 3.437
H 0.718 -5.515 2.268
C 0.124 -3.225 -1.769
H 1.164 -3.548 -1.945
H -0.512 -3.715 -2.529
H 0.050 -2.138 -1.917
C -1.896 -3.336 -0.297
H -2.215 -2.786 -1.200
H -2.442 -4.298 -0.254
H -2.169 -2.753 0.597
C -0.097 -5.128 -0.181
H 0.985 -5.342 -0.122
H -0.589 -5.551 0.709
H -0.491 -5.669 -1.062
Be -0.083 -0.089 0.726
N -1.362 -0.238 -1.042
C -1.100 0.504 -2.041
C -1.847 0.385 -3.406
C -1.399 1.421 -4.455
C -1.574 -1.026 -3.974
C -3.365 0.517 -3.151
H -1.558 2.460 -4.117
H -0.332 1.302 -4.715
H -1.982 1.284 -5.383
H -1.972 -1.789 -3.288
H -2.061 -1.142 -4.960
H -0.491 -1.202 -4.101
H -3.814 1.222 -3.874
H -3.845 -0.469 -3.263
H -3.577 0.891 -2.135
C 0.127 0.810 5.259
C 1.416 1.060 4.459
C 1.220 0.670 3.052
N 1.035 0.286 1.971
H -0.727 1.373 4.825
H 0.263 1.127 6.313
H -0.149 -0.264 5.278
H 1.668 2.141 4.503
H 2.243 0.467 4.901
*
```

Atomic partial charges in e from the Löwdin method, atoms 1 to 8:
1. C -0.3248
2. C -0.2837
3. C -0.0193
4. C -0.0094
5. C -0.0286
6. H 0.1203
7. H 0.1204
8. H 0.1188